Below is an isolated molecule of C4H7NO in a non-equilibrium geometry, with properties calculated with the ωB97M-V functional and the def2-TZVPD basis.

E_HOMO: -9.84 eV
HOMO-LUMO gap: 10.62 eV
energy above the lowest of the compared OMol25 structures with the same formula, charge and spin: 235.63 kJ/mol
structure (SMILES): [H]/N=C\CCC=O
largest force on an atom: 6.54 eV/Å
DFT total energy: -7797.202 eV

Geometry as ORCA input:
```
! RIJCOSX wB97M-V def2-TZVPD def2/J DEFGRID3
* xyz 0 1
H -0.283 1.608 -1.340
N 0.443 0.928 -1.844
C 0.697 -0.185 -1.432
C 0.219 -0.990 -0.179
C -0.825 -0.147 0.599
C -0.040 0.601 1.636
O -0.548 0.894 2.703
H 1.421 -0.615 -2.125
H -0.171 -1.932 -0.584
H 1.073 -1.213 0.412
H -1.129 0.593 -0.084
H -1.681 -0.671 1.065
H 0.824 1.130 1.174
*
```



Below is a structure of composition C39H36BrGeN5O5SSr, with properties calculated with the ωB97M-V functional and the def2-TZVPD basis.

E_HOMO: -6.54 eV
HOMO-LUMO gap: 5.68 eV
largest force on an atom: 0.50 eV/Å
DFT total energy: -196945.462 eV

Geometry as ORCA input:
```
! RIJCOSX wB97M-V def2-TZVPD def2/J DEFGRID3
* xyz 0 1
Sr -0.683 -1.672 -0.229
O -4.626 1.555 -2.214
C -3.858 0.684 -1.963
O -2.620 0.930 -1.374
C -4.073 -0.780 -2.162
C -5.278 -1.171 -2.718
C -5.488 -2.528 -2.929
C -4.488 -3.417 -2.591
C -3.294 -2.924 -2.072
N -3.094 -1.628 -1.834
C -2.133 -3.836 -1.673
O -2.440 -4.817 -0.981
O -0.997 -3.417 -2.015
H -6.016 -0.425 -2.976
H -6.419 -2.876 -3.355
H -4.599 -4.485 -2.712
C -3.090 -2.983 2.254
C -3.795 -1.791 1.611
N -2.887 -0.679 1.299
C -2.600 0.245 2.397
C -1.684 -0.315 3.481
S -0.158 -1.048 2.805
C -0.258 -2.788 3.342
C -0.771 -3.816 2.328
N -1.891 -3.357 1.508
H -3.803 -3.812 2.323
H -2.813 -2.743 3.278
H -4.624 -1.470 2.258
H -4.232 -2.117 0.664
H -3.312 -0.134 0.563
H -3.524 0.598 2.879
H -2.116 1.118 1.951
H -2.188 -1.049 4.106
H -1.391 0.505 4.137
H -0.841 -2.794 4.263
H 0.761 -3.064 3.613
H -1.015 -4.728 2.890
H 0.045 -4.072 1.647
H -2.118 -4.087 0.831
O 3.138 3.919 -1.208
C 2.264 2.924 -0.965
C 1.921 2.516 0.318
C 1.050 1.459 0.451
N 0.481 0.826 -0.584
C 0.807 1.261 -1.789
Br -0.006 0.348 -3.240
C 1.687 2.288 -2.059
H 3.572 4.175 -0.385
H 2.369 2.962 1.195
H 0.812 1.079 1.437
H 1.939 2.573 -3.069
N 0.804 9.339 0.617
C 0.339 8.320 0.362
C -0.243 7.043 0.047
C -1.121 6.441 0.946
C -1.671 5.209 0.647
C -1.351 4.567 -0.549
C -0.480 5.182 -1.450
C 0.074 6.413 -1.155
C -1.882 3.267 -0.846
C -2.303 2.183 -1.124
H -1.365 6.942 1.873
H -2.352 4.733 1.340
H -0.239 4.685 -2.379
H 0.753 6.889 -1.849
Ge 2.457 -2.156 0.606
C 3.393 -2.797 -1.031
C 2.965 -2.330 -2.276
C 3.570 -2.731 -3.460
C 4.624 -3.633 -3.423
C 5.062 -4.120 -2.199
C 4.454 -3.703 -1.021
C 3.573 -0.539 1.038
C 3.486 0.084 2.288
C 4.200 1.238 2.586
C 5.028 1.813 1.627
C 5.128 1.215 0.377
C 4.409 0.058 0.092
H 3.044 -3.165 1.667
H 2.129 -1.637 -2.327
H 3.212 -2.351 -4.410
H 5.097 -3.959 -4.341
H 5.883 -4.827 -2.163
H 4.816 -4.087 -0.074
H 2.851 -0.346 3.057
H 4.126 1.681 3.572
H 5.606 2.699 1.862
H 5.783 1.639 -0.376
H 4.521 -0.400 -0.885
*
```



Below is a structure of composition C14H18KO8S2 in a non-equilibrium geometry, with properties calculated with the ωB97M-V functional and the def2-TZVPD basis.

E_HOMO: -2.98 eV
HOMO-LUMO gap: 4.55 eV
energy above the lowest of the compared OMol25 structures with the same formula, charge and spin: 123.58 kJ/mol
largest force on an atom: 2.42 eV/Å
DFT total energy: -69185.915 eV

Geometry as ORCA input:
```
! RIJCOSX wB97M-V def2-TZVPD def2/J DEFGRID3
* xyz -1 1
K -0.349 2.495 1.669
C -0.166 -2.188 3.551
C -1.009 -3.329 3.714
C -2.474 -3.205 3.166
O -3.165 -4.212 3.176
C -2.895 -1.933 2.589
C -2.019 -0.864 2.464
C -0.558 -1.006 2.945
O 0.367 -0.116 2.818
O -2.426 0.126 1.738
O -0.759 -4.381 4.291
H 0.820 -2.247 3.997
H -3.915 -1.843 2.249
C -2.848 1.087 -2.144
C -2.091 1.083 -3.483
C -0.799 1.886 -3.337
S -1.333 3.284 -2.264
O -1.564 4.489 -3.046
O -0.513 3.251 -1.081
C -2.950 2.590 -1.823
H -2.287 0.475 -1.436
H -3.831 0.628 -2.219
H -2.710 1.566 -4.244
H -1.843 0.088 -3.853
H -0.282 2.272 -4.212
H -0.021 1.427 -2.725
H -3.571 3.099 -2.565
H -3.336 2.896 -0.855
C 3.360 -1.336 1.016
C 4.523 -0.915 0.095
C 4.062 0.506 -0.287
S 2.316 0.329 -0.775
O 2.231 -0.043 -2.175
O 1.492 1.395 -0.222
C 2.062 -1.155 0.249
H 3.402 -0.765 1.944
H 3.433 -2.367 1.368
H 4.617 -1.515 -0.808
H 5.457 -0.737 0.625
H 4.598 1.150 -0.984
H 4.012 1.075 0.645
H 1.863 -1.886 -0.543
H 1.105 -1.156 0.775
*
```



Below is a cluster of 13 separate species, C16H59N19O13 in total in a non-equilibrium geometry, with properties calculated with the ωB97M-V functional and the def2-TZVPD basis.

E_HOMO: -8.73 eV
HOMO-LUMO gap: 8.70 eV
largest force on an atom: 2.16 eV/Å
DFT total energy: -72487.292 eV

Geometry as ORCA input:
```
! RIJCOSX wB97M-V def2-TZVPD def2/J DEFGRID3
* xyz 0 1
C -4.087 -29.738 10.715
O -2.920 -30.362 11.171
H -3.814 -28.912 10.037
H -4.644 -30.431 10.063
H -4.715 -29.289 11.481
H -2.351 -30.677 10.434
C -7.843 -35.184 6.533
O -7.797 -33.829 6.085
H -8.897 -35.384 6.714
H -7.422 -35.907 5.833
H -7.182 -35.302 7.398
H -8.412 -33.252 6.579
C -3.801 -27.608 2.788
O -3.778 -28.989 3.196
H -2.926 -27.581 2.126
H -4.646 -27.331 2.164
H -3.729 -26.838 3.555
H -2.917 -29.120 3.635
C -7.718 -27.633 9.203
O -7.949 -26.870 8.271
N -6.561 -28.377 9.264
N -8.571 -27.890 10.235
H -5.777 -28.286 8.628
H -6.383 -28.853 10.130
H -9.463 -27.434 10.266
H -8.340 -28.608 10.891
C -1.607 -32.008 8.485
O -1.037 -31.419 9.411
N -0.917 -32.634 7.483
N -2.951 -31.955 8.261
H 0.072 -32.514 7.397
H -1.435 -33.321 6.962
H -3.294 -32.550 7.507
H -3.562 -31.232 8.585
C -10.084 -31.281 6.950
O -9.679 -32.331 7.457
N -9.472 -30.759 5.836
N -11.016 -30.425 7.474
H -8.676 -31.252 5.471
H -9.821 -30.023 5.248
H -11.190 -29.592 6.951
H -11.507 -30.713 8.300
C -6.604 -30.181 0.649
O -7.271 -31.040 0.077
N -5.973 -30.338 1.846
N -6.530 -28.908 0.155
H -6.121 -31.203 2.327
H -5.381 -29.631 2.257
H -5.829 -28.222 0.363
H -7.134 -28.668 -0.610
C -2.832 -26.807 6.813
O -2.163 -25.784 7.004
N -4.191 -26.780 6.869
N -2.302 -28.044 6.687
H -4.716 -25.933 6.922
H -4.641 -27.667 6.688
H -2.781 -28.869 6.368
H -1.300 -28.096 6.637
C -7.027 -27.286 4.452
O -6.560 -26.811 3.429
N -7.314 -28.622 4.634
N -7.340 -26.504 5.537
H -7.028 -29.139 3.819
H -7.608 -28.959 5.528
H -6.999 -25.570 5.375
H -7.718 -26.788 6.432
C -1.479 -31.092 4.022
O -1.877 -30.162 4.730
N -2.264 -32.186 3.800
N -0.282 -31.086 3.388
H -3.116 -32.154 4.340
H -1.823 -33.061 3.581
H 0.433 -30.411 3.594
H 0.113 -31.941 3.036
C -5.938 -33.643 2.940
O -5.189 -33.500 3.921
N -7.280 -33.820 3.074
N -5.444 -33.669 1.671
H -7.779 -34.261 2.321
H -7.614 -34.000 4.015
H -6.059 -33.694 0.877
H -4.585 -33.132 1.667
C -5.596 -30.640 6.364
O -4.996 -29.688 6.862
N -5.569 -30.975 5.052
N -6.324 -31.527 7.115
H -5.874 -31.872 4.703
H -5.064 -30.343 4.441
H -6.613 -31.218 8.024
H -6.808 -32.254 6.599
C -3.733 -35.725 8.147
C -3.424 -35.410 6.671
C -4.023 -36.457 5.695
O -3.232 -37.628 5.626
C -1.952 -37.471 5.020
N -3.915 -34.058 6.386
H -4.445 -35.051 8.624
H -2.875 -35.741 8.820
H -4.174 -36.724 8.213
H -2.346 -35.411 6.499
H -4.066 -35.944 4.723
H -5.017 -36.836 5.936
H -1.933 -36.552 4.428
H -1.842 -38.304 4.323
H -1.192 -37.511 5.801
H -4.055 -33.902 5.381
H -4.884 -33.922 6.675
*
```



Below is a structure of composition C6H13NO in a non-equilibrium geometry, with properties calculated with the ωB97M-V functional and the def2-TZVPD basis.

E_HOMO: -7.17 eV
HOMO-LUMO gap: 7.97 eV
energy above the lowest of the compared OMol25 structures with the same formula, charge and spin: 376.73 kJ/mol
largest force on an atom: 2.80 eV/Å
DFT total energy: -9967.270 eV

Geometry as ORCA input:
```
! RIJCOSX wB97M-V def2-TZVPD def2/J DEFGRID3
* xyz 0 1
C -0.690 0.730 1.303
C -1.413 0.802 -1.088
C -0.399 0.195 -0.102
N -0.638 -2.101 0.929
C -0.448 -1.312 -0.171
H -0.236 -1.754 1.789
H -0.413 -3.076 0.784
H -0.869 -1.752 -1.071
H -0.624 1.820 1.297
H -1.688 0.442 1.648
H -1.315 0.369 -2.088
H -1.224 1.877 -1.172
H -2.443 0.646 -0.754
H 0.061 0.387 2.021
C 1.041 0.598 -0.593
C 2.055 1.186 0.112
O 1.324 -1.344 -0.564
H 1.855 -1.347 -1.376
H 1.033 0.901 -1.642
H 2.255 0.923 1.143
H 2.776 1.810 -0.403
*
```



Below is a cluster of 7 separate species, C5H24NO7S in total in a non-equilibrium geometry, with properties calculated with the ωB97M-V functional and the def2-TZVPD basis.

E_HOMO: -4.53 eV
HOMO-LUMO gap: 7.27 eV
energy above the lowest of the compared OMol25 structures with the same formula, charge and spin: 98.92 kJ/mol
largest force on an atom: 2.76 eV/Å
DFT total energy: -32233.185 eV

Geometry as ORCA input:
```
! RIJCOSX wB97M-V def2-TZVPD def2/J DEFGRID3
* xyz -1 1
C -2.707 0.112 -0.729
O -3.238 -0.776 0.130
C -1.096 0.185 -0.601
C -0.706 1.487 0.080
C 0.864 1.612 0.326
S 1.861 2.573 -0.873
C 1.732 1.549 -2.320
N -0.708 -1.000 0.163
H -3.084 -0.069 -1.792
H -3.083 1.157 -0.587
H -0.620 0.074 -1.581
H -0.859 2.190 -0.763
H -1.172 1.697 1.060
H 1.345 0.650 0.306
H 1.044 2.047 1.307
H 2.192 0.555 -2.280
H 0.694 1.460 -2.629
H 2.202 2.120 -3.133
H -1.528 -1.522 0.473
H -0.073 -0.810 0.926
H 1.290 -1.956 -1.834
H 0.079 -2.279 -0.914
O 0.905 -2.667 -1.320
H -0.630 -1.472 -3.624
H -2.114 -1.608 -3.099
O -1.550 -1.590 -3.877
H 3.049 -2.688 0.600
H 2.318 -1.771 -0.369
O 3.067 -1.771 0.274
H -2.776 -0.288 1.584
H -3.734 0.420 2.408
O -2.825 0.141 2.518
H 2.746 -1.029 1.873
H 2.003 -0.933 3.286
O 2.627 -0.502 2.700
H -0.795 -0.093 2.906
H -1.479 0.060 4.156
O -0.574 -0.052 3.835
*
```